Entry one
Below is CH2N2OS in the gas phase, with properties calculated with ωB97M-V with the def2-TZVPD basis set.

ORCA input file:
```
! RIJCOSX wB97M-V def2-TZVPD def2/J DEFGRID3
* xyz 0 1
N 2.41 0.86 0.00
C 1.31 0.57 0.06
S -0.27 -0.25 -0.16
N -1.54 0.44 0.34
O 0.43 -1.89 0.02
H -0.40 -0.29 -1.56
H -1.94 0.56 1.30
*
```

HOMO-LUMO gap = 10.1 eV
HOMO level = -10.7404 eV


Entry two
Below is CH2N2OS in the gas phase, with properties calculated with ωB97M-V with the def2-TZVPD basis set.

ORCA input file:
```
! RIJCOSX wB97M-V def2-TZVPD def2/J DEFGRID3
* xyz 0 1
C 0.16 -1.23 -2.43
N 0.86 -1.47 -3.31
N -0.27 0.26 -0.13
O -1.08 -2.57 -0.40
S -1.03 -0.92 -1.19
H 0.19 -0.11 0.67
H 0.29 0.89 -0.78
*
```

HOMO-LUMO gap = 9.8 eV
HOMO level = -10.4022 eV


Going by the energies, entry two is most stable and the next is 171.6 kJ/mol up.


Entry one
Below is a 2-piece molecular cluster, CH3IOS2 overall, with properties calculated with ωB97M-V with the def2-TZVPD basis set.

ORCA input file:
```
! RIJCOSX wB97M-V def2-TZVPD def2/J DEFGRID3
* xyz 0 1
C 1.09 -0.29 -0.21
O -0.35 2.05 0.43
S -0.02 -1.20 0.89
S -1.62 0.03 1.01
I -2.97 -0.27 -0.92
H 2.10 -0.42 0.16
H 0.78 0.76 -0.12
H 1.00 -0.66 -1.23
*
```

HOMO-LUMO gap (alpha / beta) = 7.6 / 7.5 eV
HOMO level (alpha / beta) = -9.8332 / -9.8384 eV


Entry two
Below is CH3IOS2 in the gas phase, with properties calculated with ωB97M-V with the def2-TZVPD basis set.

ORCA input file:
```
! RIJCOSX wB97M-V def2-TZVPD def2/J DEFGRID3
* xyz 0 1
C -1.32 -0.12 0.22
O 0.90 -0.24 -1.54
S 0.20 0.40 1.15
S 1.51 -0.51 -0.32
I 3.34 1.16 -0.03
H -1.24 -1.26 0.45
H -1.30 0.22 -0.84
H -2.10 0.35 0.93
*
```

HOMO-LUMO gap = 8.3 eV
HOMO level = -9.2561 eV


Going by the energies, entry two is most stable and the next is 386.8 kJ/mol up.


Entry one
Below is a 4-piece molecular cluster, CH12N2O3 overall, with properties calculated with ωB97M-V with the def2-TZVPD basis set.

ORCA input file:
```
! RIJCOSX wB97M-V def2-TZVPD def2/J DEFGRID3
* xyz 0 1
N 1.25 2.03 0.63
C 1.84 0.77 0.61
N 0.84 -0.36 0.16
H 0.86 2.22 -0.31
H 0.47 2.20 1.38
H 2.70 0.66 -0.21
H 2.20 0.35 1.54
H 0.22 -0.70 0.83
H 0.43 -0.10 -0.75
O -0.56 -2.59 -1.57
H -0.85 -3.06 -0.70
H 0.32 -2.50 -1.18
O -1.48 1.51 -1.88
H -1.24 1.38 -2.82
H -1.97 2.42 -1.76
O -1.73 -1.18 1.70
H -1.25 -0.92 2.54
H -2.04 -2.12 1.80
*
```

HOMO-LUMO gap = 8.7 eV
HOMO level = -8.2756 eV


Entry two
Below is a 4-piece molecular cluster, CH12N2O3 overall, with properties calculated with ωB97M-V with the def2-TZVPD basis set.

ORCA input file:
```
! RIJCOSX wB97M-V def2-TZVPD def2/J DEFGRID3
* xyz 0 1
N 0.12 1.96 -0.49
C 1.37 1.18 -0.25
N 1.59 1.29 1.21
H -0.51 1.58 0.21
H 0.30 2.88 -0.11
H 1.41 0.14 -0.50
H 2.20 1.70 -0.88
H 2.35 1.86 1.54
H 1.77 0.33 1.56
O -1.35 -2.64 -0.04
H -2.13 -3.13 -0.30
H -0.71 -2.65 -0.75
O -0.19 -1.07 -1.84
H -0.72 -0.64 -1.16
H -0.34 -0.38 -2.51
O -1.83 -0.50 1.48
H -0.90 -0.65 1.37
H -2.41 -1.25 1.49
*
```

HOMO-LUMO gap = 9.9 eV
HOMO level = -9.1991 eV


Entry three
Below is a 4-piece molecular cluster, CH12N2O3 overall, with properties calculated with ωB97M-V with the def2-TZVPD basis set.

ORCA input file:
```
! RIJCOSX wB97M-V def2-TZVPD def2/J DEFGRID3
* xyz 0 1
N 1.16 0.73 0.10
C 0.95 2.16 0.18
N 1.99 2.96 0.74
H 1.71 0.42 -0.68
H 1.46 0.29 0.95
H 0.74 2.48 -0.84
H 0.01 2.33 0.68
H 2.25 2.83 1.70
H 2.47 3.61 0.16
O -3.94 -1.27 -3.07
H -3.42 -1.75 -2.42
H -4.10 -1.91 -3.77
O -0.33 -3.34 -2.54
H -0.65 -3.43 -1.64
H -0.08 -2.41 -2.60
O 0.53 -0.52 4.71
H 0.95 0.32 4.91
H 0.16 -0.39 3.82
*
```

HOMO-LUMO gap = 9.4 eV
HOMO level = -9.0279 eV


Entry four
Below is a 4-piece molecular cluster, CH12N2O3 overall, with properties calculated with ωB97M-V with the def2-TZVPD basis set.

ORCA input file:
```
! RIJCOSX wB97M-V def2-TZVPD def2/J DEFGRID3
* xyz 0 1
N -1.85 2.69 -1.74
C -0.70 1.83 -1.61
N 0.57 2.59 -1.51
H -1.97 3.23 -0.87
H -1.64 3.37 -2.48
H -0.78 1.19 -0.74
H -0.64 1.19 -2.49
H 0.60 3.00 -0.58
H 1.36 1.98 -1.66
O -0.11 -1.42 -0.51
H 0.74 -1.08 -0.25
H -0.44 -2.11 0.06
O 3.06 -1.92 0.62
H 4.02 -1.90 0.66
H 2.85 -1.10 1.09
O -1.33 -3.73 4.09
H -1.94 -3.36 3.44
H -1.82 -4.46 4.49
*
```

HOMO-LUMO gap = 9.6 eV
HOMO level = -9.2076 eV


Going by the energies, entry four is most stable and the next is 13.6 kJ/mol up.


Entry one
Below is a 3-piece molecular cluster, C6H12Br6 overall, with properties calculated with ωB97M-V with the def2-TZVPD basis set.

ORCA input file:
```
! RIJCOSX wB97M-V def2-TZVPD def2/J DEFGRID3
* xyz 0 1
Br 13.40 10.97 -14.97
C 14.72 12.51 -15.11
C 14.53 13.39 -16.29
Br 15.53 15.04 -15.94
H 15.76 12.19 -15.01
H 14.52 13.15 -14.25
H 13.49 13.64 -16.52
H 14.98 12.94 -17.17
Br 14.29 6.67 -12.16
C 14.40 8.48 -11.45
C 15.29 9.23 -12.35
Br 15.26 11.08 -11.57
H 14.86 8.27 -10.49
H 13.38 8.87 -11.35
H 14.94 9.22 -13.38
H 16.32 8.85 -12.29
Br 18.05 18.83 -15.69
C 19.17 17.28 -15.03
C 19.18 16.22 -16.06
Br 20.13 14.62 -15.35
H 18.69 16.90 -14.13
H 20.13 17.80 -14.91
H 19.67 16.63 -16.94
H 18.17 15.88 -16.30
*
```

HOMO-LUMO gap = 10.6 eV
HOMO level = -10.3420 eV


Entry two
Below is a 3-piece molecular cluster, C6H12Br6 overall, with properties calculated with ωB97M-V with the def2-TZVPD basis set.

ORCA input file:
```
! RIJCOSX wB97M-V def2-TZVPD def2/J DEFGRID3
* xyz 0 1
Br 4.78 6.17 4.29
C 6.21 5.97 5.71
C 7.50 6.68 5.21
Br 8.94 6.36 6.38
H 6.51 4.92 5.67
H 5.92 6.35 6.67
H 7.49 7.76 5.17
H 7.76 6.18 4.21
Br 3.25 14.18 7.45
C 5.12 14.68 7.80
C 6.03 14.23 6.63
Br 7.60 13.36 7.33
H 5.50 14.19 8.67
H 5.23 15.77 7.94
H 6.35 15.04 6.01
H 5.54 13.51 5.92
Br 6.07 9.15 8.87
C 5.62 10.14 7.24
C 4.68 9.35 6.38
Br 4.37 10.28 4.70
H 6.56 10.14 6.75
H 5.31 11.11 7.46
H 3.67 8.98 6.80
H 5.22 8.38 6.14
*
```

HOMO-LUMO gap = 10.7 eV
HOMO level = -10.3312 eV


Entry three
Below is C6H12Br6 as an isolated structure, with properties calculated with ωB97M-V with the def2-TZVPD basis set.

ORCA input file:
```
! RIJCOSX wB97M-V def2-TZVPD def2/J DEFGRID3
* xyz 0 1
Br -1.47 3.98 -0.34
C -1.74 3.76 1.61
C -1.72 2.29 1.89
Br -1.56 2.09 3.86
H -2.60 4.34 1.96
H -0.83 4.14 2.07
H -0.82 1.89 1.42
H -2.58 1.76 1.48
Br 3.21 -1.79 -0.34
C 2.06 -3.45 -0.22
C 0.61 -3.14 -0.42
Br 0.11 -1.99 1.20
H 2.31 -3.92 0.73
H 2.34 -4.17 -0.99
H -0.04 -4.01 -0.40
H 0.33 -2.58 -1.32
Br -0.02 1.45 0.42
C 0.71 0.04 -0.85
C -0.05 0.12 -2.21
Br 0.65 -1.14 -3.60
H 0.59 -0.88 -0.28
H 1.76 0.24 -1.07
H -0.16 1.15 -2.55
H -1.10 -0.17 -2.06
*
```

HOMO-LUMO gap = 9.3 eV
HOMO level = -8.9917 eV


Going by the energies, entry one is most stable and the next is 36.8 kJ/mol up.


Entry one
Below is a 2-piece molecular cluster, CH2O2S2 overall, with properties calculated with ωB97M-V with the def2-TZVPD basis set.

ORCA input file:
```
! RIJCOSX wB97M-V def2-TZVPD def2/J DEFGRID3
* xyz 0 1
C 0.45 0.46 0.19
O -1.46 0.00 1.95
O 1.25 1.11 -0.70
S 0.20 -1.72 -0.92
S -0.53 0.97 1.45
H 1.05 1.03 -1.62
H -0.95 -1.85 -0.36
*
```

HOMO-LUMO gap = 8.0 eV
HOMO level = -9.4532 eV


Entry two
Below is CH2O2S2 in the gas phase, with properties calculated with ωB97M-V with the def2-TZVPD basis set.

ORCA input file:
```
! RIJCOSX wB97M-V def2-TZVPD def2/J DEFGRID3
* xyz 0 1
C -0.35 -0.44 -0.44
O 2.63 0.23 1.22
O -0.44 0.54 0.38
S 2.89 -0.78 0.16
S 1.01 -1.40 -0.72
H 0.31 0.99 0.79
H -1.41 -0.89 -0.49
*
```

HOMO-LUMO gap (alpha / beta) = 6.7 / 6.7 eV
HOMO level (alpha / beta) = -7.4949 / -7.4936 eV


Going by the energies, entry two is most stable and the next is 124.6 kJ/mol up.


Entry one
Below is C5H14NS as an isolated structure, with properties calculated with ωB97M-V with the def2-TZVPD basis set.

ORCA input file:
```
! RIJCOSX wB97M-V def2-TZVPD def2/J DEFGRID3
* xyz 1 1
C 0.57 2.16 -0.23
C -1.66 1.66 -1.17
C -1.29 -1.02 -0.55
C 1.59 -1.73 1.83
C -0.45 1.18 -0.57
N -0.27 -0.04 -0.13
S 1.74 -1.09 0.19
H -0.10 2.86 0.30
H 0.93 2.59 -1.18
H 1.26 1.67 0.40
H -1.45 2.73 -1.36
H -2.48 1.52 -0.60
H -1.83 1.26 -2.13
H -0.86 -2.03 -0.35
H -2.19 -0.80 0.02
H -1.44 -0.97 -1.63
H 1.62 -2.79 1.91
H 0.76 -1.41 2.33
H 2.55 -1.42 2.46
H 2.82 -1.94 -0.09
H 0.98 -1.93 -0.56
*
```

HOMO-LUMO gap = 10.4 eV
HOMO level = -13.5882 eV


Entry two
Below is a 2-piece molecular cluster, C5H14NS overall, with properties calculated with ωB97M-V with the def2-TZVPD basis set.

ORCA input file:
```
! RIJCOSX wB97M-V def2-TZVPD def2/J DEFGRID3
* xyz 1 1
C 2.90 1.75 -0.51
C 1.67 0.93 -0.13
C 1.81 0.16 1.18
S 0.34 -0.88 1.45
H 2.76 2.13 -1.52
H 3.82 1.16 -0.47
H 3.00 2.63 0.13
H 0.77 1.55 -0.03
H 1.53 0.18 -0.92
H 1.91 0.86 2.01
H 2.68 -0.50 1.18
H 0.57 -1.18 2.73
C -3.20 -0.70 -0.31
C -1.44 -0.15 -1.92
N -2.67 -0.29 -1.62
H -3.54 -1.73 -0.38
H -4.00 -0.03 -0.03
H -2.38 -0.62 0.41
H -0.69 -0.29 -1.16
H -1.13 -0.15 -2.96
H -3.37 -0.12 -2.34
*
```

HOMO-LUMO gap = 7.2 eV
HOMO level = -12.3354 eV


Going by the energies, entry two is most stable and the next is 164.9 kJ/mol up.


Entry one
Below is a 2-piece molecular cluster, C5H14NS overall, with properties calculated with ωB97M-V with the def2-TZVPD basis set.

ORCA input file:
```
! RIJCOSX wB97M-V def2-TZVPD def2/J DEFGRID3
* xyz 1 1
C -2.39 2.03 -0.46
S -0.62 2.21 -0.14
C -0.01 1.82 -1.80
H -2.63 1.03 -0.80
H -2.69 2.75 -1.21
H -2.93 2.24 0.46
H 1.06 2.04 -1.82
H -0.18 0.77 -2.06
H -0.51 2.46 -2.51
C 1.23 -2.79 1.10
C 1.09 -1.34 0.77
C 2.02 -0.53 0.32
N -0.26 -0.80 1.05
H 2.24 -3.12 0.91
H 1.00 -2.98 2.15
H 0.55 -3.39 0.50
H 1.84 0.52 0.13
H 3.00 -0.92 0.12
H -0.52 -0.92 2.02
H -0.94 -1.31 0.48
H -0.36 0.22 0.78
*
```

HOMO-LUMO gap = 9.6 eV
HOMO level = -12.8402 eV


Entry two
Below is a 2-piece molecular cluster, C5H14NS overall, with properties calculated with ωB97M-V with the def2-TZVPD basis set.

ORCA input file:
```
! RIJCOSX wB97M-V def2-TZVPD def2/J DEFGRID3
* xyz 1 1
C 1.35 -2.11 0.53
C 0.06 -1.95 1.32
C -0.39 0.10 2.56
N -0.30 -0.52 1.46
H 1.27 -1.70 -0.47
H 2.18 -1.62 1.04
H 1.59 -3.16 0.42
H -0.79 -2.42 0.83
H 0.16 -2.35 2.33
H -0.72 1.13 2.55
H -0.15 -0.39 3.49
H -0.60 0.01 0.61
C 1.15 1.52 -0.97
S -0.65 1.40 -1.03
C -0.86 0.15 -2.31
H 1.57 1.49 -1.98
H 1.60 0.72 -0.38
H 1.38 2.47 -0.52
H -1.90 0.17 -2.62
H -0.21 0.41 -3.14
H -0.62 -0.84 -1.95
*
```

HOMO-LUMO gap = 8.3 eV
HOMO level = -12.8021 eV


Going by the energies, entry one is most stable and the next is 9.2 kJ/mol up.


Entry one
Below is a 2-piece molecular cluster, C3H3Cl2NS overall, with properties calculated with ωB97M-V with the def2-TZVPD basis set.

ORCA input file:
```
! RIJCOSX wB97M-V def2-TZVPD def2/J DEFGRID3
* xyz 0 1
S -2.38 -0.33 -0.16
N -1.04 -1.24 0.12
C -0.86 -2.55 -0.18
Cl 0.72 -3.28 -0.01
Cl -2.10 -3.36 -1.06
H -0.31 -0.82 0.71
C 0.67 1.20 -0.58
C -0.13 2.09 -0.72
H 1.25 0.31 -0.40
H -0.66 2.89 -0.69
*
```

HOMO-LUMO gap (alpha / beta) = 7.5 / 7.5 eV
HOMO level (alpha / beta) = -8.0945 / -8.0933 eV


Entry two
Below is a 2-piece molecular cluster, C3H3Cl2NS overall, with properties calculated with ωB97M-V with the def2-TZVPD basis set.

ORCA input file:
```
! RIJCOSX wB97M-V def2-TZVPD def2/J DEFGRID3
* xyz 0 1
S -2.77 -0.91 0.95
C -1.68 -0.28 -0.30
N -1.15 0.87 -0.31
Cl -1.22 1.84 1.05
H -3.05 -2.02 0.37
H -1.43 -0.81 -1.16
C 2.83 0.91 -0.63
C 2.85 0.07 0.24
Cl 2.82 -1.23 1.19
H 2.81 1.57 -1.40
*
```

HOMO-LUMO gap = 10.1 eV
HOMO level = -9.6376 eV


Going by the energies, entry two is most stable and the next is 28.0 kJ/mol up.